Entry 1:
{"formula": "C14H12F3N3O", "method": "ωB97M-V/def2-TZVPD", "species": ["O", "C", "N", "H", "C", "C", "C", "N", "C", "C", "C", "H", "H", "H", "H", "H", "H", "N", "C", "C", "C", "C", "C", "C", "H", "H", "H", "C", "F", "F", "F", "H", "H"], "coordinates": [[-0.203, -1.126, 1.051], [0.260, 0.010, 0.828], [1.532, 0.526, 1.106], [1.728, 1.337, 0.874], [2.434, -0.694, 1.312], [3.412, -0.700, 0.451], [3.043, -0.715, -0.786], [3.997, -0.635, -2.051], [5.243, -0.741, -1.704], [5.786, -0.858, -0.308], [4.755, -0.529, 0.740], [5.020, -0.658, 1.654], [6.822, -1.087, -0.193], [6.004, -0.732, -2.405], [2.088, -0.529, -1.392], [1.832, -1.514, 1.705], [2.900, -0.407, 2.476], [-0.738, 1.001, 0.477], [-1.945, 1.117, -0.001], [-2.823, -0.120, 0.205], [-4.181, -0.133, -0.353], [-4.875, 1.150, -0.480], [-4.015, 2.334, -0.604], [-2.735, 2.251, -0.142], [-2.102, 3.288, -0.581], [-4.391, 3.172, -0.959], [-5.790, 0.878, -0.904], [-4.876, -1.250, -0.234], [-6.205, -1.359, -0.660], [-4.250, -2.467, -0.745], [-5.116, -1.705, 1.015], [-2.357, -1.119, 0.248], [-0.255, 2.014, 0.362]], "forces_ev_per_a": [[2.214, 1.949, -0.695], [-3.755, -0.284, 0.914], [-5.366, -13.476, 2.493], [3.062, 9.411, -2.874], [-4.650, 4.403, 11.977], [5.675, -0.089, -3.977], [0.583, 1.073, -11.263], [-1.656, -0.306, 4.419], [0.242, -0.510, 3.753], [-5.825, 2.187, 0.242], [3.792, -2.906, -7.846], [1.817, -0.127, 6.019], [0.426, 0.298, 0.529], [1.108, -0.080, -1.935], [0.787, -0.865, 2.237], [-0.117, -0.144, -1.345], [-0.766, -0.772, -2.882], [7.504, 5.430, -0.031], [-7.100, -5.542, 2.447], [-0.166, 0.690, -3.939], [5.324, 9.221, 2.254], [4.335, -1.314, -1.553], [-1.720, -6.777, 2.580], [3.952, 4.377, -3.659], [-1.451, -2.761, 1.950], [-1.671, 3.912, -1.350], [-1.917, 1.270, -0.465], [-5.534, -10.909, 1.142], [1.498, 1.385, -1.514], [-0.432, 2.513, -0.370], [1.041, 0.853, 1.686], [-0.047, 0.829, 0.541], [-1.185, -2.937, 0.516]], "mulliken_charge": [-0.650, 0.580, -0.201, 0.077, -0.596, 0.752, -0.074, -0.581, -0.126, -0.386, -0.961, 0.513, 0.414, 0.420, 0.292, 0.297, 0.212, -0.077, 0.690, -0.616, 0.026, -0.884, -0.627, -0.465, 0.114, 0.570, 0.489, 1.026, -0.306, -0.295, -0.263, 0.434, 0.204], "smiles": "O=C(NCc1cccnc1)Nc1cccc(C(F)(F)F)c1", "largest_force_ha_per_bohr": 0.28621, "multiplicity": 1, "relative_energy_ev": 6.748, "orbital_gap_ev": 8.212, "charge": 0}

Entry 2:
{"formula": "C14H12F6NO4S2", "method": "ωB97M-V/def2-TZVPD", "species": ["F", "C", "F", "F", "S", "N", "C", "O", "C", "C", "C", "O", "H", "H", "H", "H", "C", "C", "C", "C", "C", "C", "S", "C", "F", "F", "F", "O", "O", "C", "C", "H", "H", "H", "H", "H", "H", "H", "H"], "coordinates": [[-1.531, -0.180, -2.478], [-1.205, 1.043, -1.930], [-0.616, 1.790, -2.898], [-2.366, 1.641, -1.569], [-0.004, 0.858, -0.577], [-0.318, 3.045, -0.427], [-1.145, 3.613, 0.505], [-2.028, 3.089, 1.167], [-0.793, 5.108, 0.573], [0.253, 5.292, -0.497], [0.688, 3.860, -0.858], [1.716, 3.554, -1.440], [-1.691, 5.709, 0.402], [-0.387, 5.335, 1.568], [-0.212, 5.741, -1.385], [1.103, 5.902, -0.185], [2.600, -5.461, -0.644], [1.894, -4.149, -0.483], [0.907, -3.797, -1.406], [0.192, -2.614, -1.245], [0.416, -1.812, -0.129], [-0.528, -0.647, 0.115], [-0.634, -0.222, 1.966], [-2.519, -0.288, 2.274], [-2.763, 0.179, 3.505], [-3.186, 0.440, 1.364], [-2.933, -1.575, 2.187], [-0.166, -1.338, 2.760], [-0.099, 1.099, 2.162], [1.505, -2.069, 0.703], [2.197, -3.273, 0.565], [3.376, -5.581, 0.112], [1.891, -6.293, -0.550], [3.053, -5.539, -1.639], [0.681, -4.449, -2.249], [-0.574, -2.298, -1.951], [-1.586, -0.839, -0.131], [1.835, -1.353, 1.458], [2.974, -3.522, 1.287]], "forces_ev_per_a": [[-0.072, 0.960, 0.159], [0.251, 0.124, 0.422], [-0.823, -0.677, 0.490], [0.526, -0.588, -0.639], [0.487, 0.229, -0.610], [0.206, 0.801, -0.374], [0.630, 0.633, -0.865], [0.145, -0.046, -0.322], [-0.085, 0.154, 0.588], [0.521, 0.494, -0.233], [-1.262, 0.806, 0.672], [-0.250, -0.048, -0.057], [0.045, -0.103, 0.219], [-0.250, 0.007, -0.093], [0.351, -0.076, 0.017], [-0.020, 0.051, -0.150], [0.036, -0.245, -0.071], [-0.139, 0.086, 0.151], [-0.041, 0.570, 0.065], [-0.177, -0.425, 0.276], [-0.373, 0.340, 0.459], [-0.293, -1.554, 0.309], [0.205, -0.536, -0.278], [0.234, 0.513, -0.386], [-0.056, -0.312, -0.568], [0.305, -0.612, 0.690], [0.211, 0.840, 0.105], [-0.386, 0.414, 0.114], [-0.567, -0.769, 0.538], [0.243, -0.352, -0.099], [-0.078, 0.201, -0.480], [0.019, -0.069, -0.070], [0.144, 0.076, 0.036], [0.022, -0.009, 0.188], [0.126, 0.092, 0.127], [0.079, -0.284, 0.108], [0.485, -0.361, -0.052], [-0.346, -0.357, -0.120], [-0.056, 0.034, -0.264]], "mulliken_charge": [-0.254, 0.763, -0.214, -0.235, 0.010, -0.025, 0.182, -0.639, -0.377, -0.555, 0.269, -0.703, 0.247, 0.229, 0.216, 0.316, -1.388, 1.216, -0.821, -0.452, -0.022, -0.564, 0.990, 0.631, -0.220, -0.169, -0.232, -0.635, -0.526, -0.130, -1.131, 0.333, 0.301, 0.322, 0.341, 0.439, 0.796, 0.440, 0.250], "largest_force_ha_per_bohr": 0.03191, "multiplicity": 1, "orbital_gap_ev": 6.596, "charge": -1}

Entry 3:
{"formula": "C14H12N3O3", "method": "ωB97M-V/def2-TZVPD", "species": ["C", "O", "C", "C", "C", "C", "C", "C", "C", "N", "C", "N", "C", "C", "H", "H", "H", "H", "H", "H", "H", "H", "C", "C", "O", "C", "O", "N", "H", "H", "H", "H"], "coordinates": [[1.584, -4.945, -1.308], [2.147, -4.198, -0.205], [1.421, -3.189, 0.345], [2.023, -2.483, 1.418], [1.314, -1.509, 2.074], [-0.024, -1.205, 1.721], [-0.754, -0.238, 2.507], [-2.120, -0.082, 2.470], [-2.745, 1.070, 3.018], [-3.255, 2.042, 3.423], [-3.001, -1.124, 2.072], [-3.761, -1.965, 1.768], [-0.573, -1.838, 0.582], [0.124, -2.826, -0.094], [2.313, -5.736, -1.489], [0.607, -5.376, -1.048], [1.482, -4.308, -2.199], [3.033, -2.757, 1.710], [1.760, -0.948, 2.894], [-0.215, 0.324, 3.273], [-1.559, -1.543, 0.223], [-0.335, -3.339, -0.942], [0.460, 2.812, 0.535], [0.747, 4.119, 1.246], [0.517, 3.858, 2.639], [0.271, 2.510, 2.783], [0.119, 2.039, 3.918], [0.210, 1.877, 1.585], [-0.428, 2.914, -0.105], [1.323, 2.542, -0.091], [1.794, 4.404, 1.089], [0.081, 4.919, 0.908]], "forces_ev_per_a": [[0.258, 0.536, 0.653], [-0.163, -0.424, -0.596], [-0.776, 0.702, 0.284], [-0.187, -0.802, -0.870], [-0.846, 0.362, 0.170], [0.360, -0.881, -0.653], [-0.462, 0.196, 0.064], [0.459, -0.540, 0.381], [-0.894, 2.084, 1.150], [0.779, -1.859, -0.799], [-1.727, -1.452, -1.163], [1.453, 1.524, 0.644], [0.183, 0.394, 0.616], [0.884, -0.468, 0.100], [-0.188, 0.082, -0.081], [0.269, 0.100, -0.013], [0.014, -0.143, 0.213], [-0.104, 0.074, -0.044], [-0.054, -0.149, -0.147], [-0.092, 0.186, -0.468], [0.332, -0.157, 0.125], [0.158, 0.266, 0.278], [-0.373, -0.169, -0.213], [0.089, 0.426, 0.453], [0.314, 0.898, -0.278], [-0.238, -1.259, -1.498], [0.302, 0.527, -0.231], [0.263, -0.161, 1.785], [0.148, -0.054, -0.218], [-0.210, -0.163, -0.080], [-0.126, 0.236, 0.232], [0.173, 0.086, 0.204]], "mulliken_charge": [-0.812, -0.450, 1.046, -0.726, -0.405, 0.834, -0.546, 0.816, 0.097, -0.615, -0.383, -0.651, -0.726, -0.504, 0.238, 0.327, 0.329, 0.395, 0.384, 0.494, 0.458, 0.329, -0.602, -0.295, -0.425, 0.455, -0.747, -0.236, 0.234, 0.223, 0.225, 0.240], "largest_force_ha_per_bohr": 0.04944, "multiplicity": 1, "orbital_gap_ev": 6.707, "charge": -1}

Entry 4:
{"formula": "C14H13BBr3ClIN3O2S", "method": "ωB97M-V/def2-TZVPD", "species": ["C", "C", "I", "C", "C", "C", "C", "Cl", "C", "N", "C", "N", "C", "S", "C", "C", "B", "O", "O", "N", "C", "C", "H", "H", "H", "H", "H", "H", "H", "H", "H", "H", "H", "H", "C", "Br", "Br", "Br", "H"], "coordinates": [[5.009, -1.025, 1.792], [5.350, -0.581, 0.364], [5.001, -2.228, -1.005], [4.548, 0.698, -0.054], [3.195, 0.412, -0.647], [2.986, 0.553, -2.052], [1.781, 0.272, -2.605], [1.591, 0.428, -4.331], [0.674, -0.171, -1.821], [-0.508, -0.466, -2.438], [-1.426, -0.835, -1.602], [-2.757, -1.135, -2.138], [-2.812, -2.262, -2.610], [-3.131, -3.678, -3.188], [-1.268, -0.967, -0.188], [-2.421, -1.434, 0.656], [-3.615, -0.390, 0.735], [-3.434, 0.953, 0.594], [-4.923, -0.846, 0.920], [-0.135, -0.679, 0.395], [0.877, -0.285, -0.441], [2.140, 0.011, 0.123], [5.809, -1.626, 2.223], [4.087, -1.607, 1.788], [4.877, -0.153, 2.438], [6.414, -0.374, 0.288], [5.172, 1.280, -0.732], [4.424, 1.266, 0.871], [3.824, 0.894, -2.647], [-2.040, -1.570, 1.676], [-2.775, -2.421, 0.349], [-4.298, 1.342, 0.394], [-4.916, -1.544, 1.582], [2.290, -0.080, 1.192], [-5.807, 3.709, 2.008], [-5.481, 2.295, 3.272], [-6.369, 3.024, 0.292], [-7.062, 4.997, 2.693], [-4.870, 4.225, 1.853]], "forces_ev_per_a": [[0.043, -0.129, -0.294], [-0.422, 0.401, 0.267], [0.310, 0.145, 0.139], [0.316, -0.814, 0.135], [-0.471, 0.274, -0.614], [0.550, 0.108, 0.835], [-0.292, -0.138, -0.516], [-0.030, -0.011, 0.294], [0.707, 0.217, -0.874], [-0.130, -0.016, 1.200], [-0.674, 0.343, -0.638], [1.581, -0.911, 0.082], [-1.362, 0.205, -0.123], [0.346, 0.276, 0.088], [-0.100, -0.063, 0.704], [0.352, 0.335, 0.497], [-0.731, -0.285, -0.247], [0.088, -0.437, -0.627], [0.616, 0.371, 0.462], [-0.047, -0.133, -0.745], [-0.005, 0.047, 0.557], [0.352, 0.136, 0.229], [-0.094, -0.142, -0.114], [0.014, 0.040, 0.192], [0.008, 0.009, -0.060], [-0.035, -0.027, -0.106], [-0.182, 0.034, -0.111], [0.028, 0.168, -0.111], [-0.162, -0.068, -0.213], [0.122, 0.044, -0.095], [-0.114, 0.140, -0.198], [0.046, 0.278, 0.294], [-0.285, -0.326, -0.330], [-0.336, -0.069, 0.013], [-0.015, 0.021, 0.057], [-0.051, 0.054, -0.053], [0.025, -0.007, 0.083], [0.032, -0.052, -0.039], [0.003, -0.018, -0.015]], "mulliken_charge": [-1.301, -0.264, 0.026, -0.929, 0.462, -0.601, 0.359, -0.219, 0.128, -0.562, 0.663, -0.407, 0.415, -0.370, 0.788, -1.326, 0.701, -0.426, -0.468, -0.577, -0.008, -0.503, 0.344, 0.385, 0.343, 0.512, 0.378, 0.424, 0.418, 0.391, 0.305, 0.160, 0.281, 0.488, -0.317, 0.000, -0.038, -0.044, 0.391], "largest_force_ha_per_bohr": 0.03552, "multiplicity": 1, "orbital_gap_ev": 8.605, "charge": 0}

Entry 5:
{"formula": "C14H13CdF2NO11P2", "method": "ωB97M-V/def2-TZVPD", "species": ["Cd", "O", "C", "O", "C", "C", "C", "C", "C", "N", "C", "O", "O", "H", "H", "H", "H", "H", "O", "P", "O", "O", "O", "P", "O", "O", "O", "H", "H", "C", "C", "C", "C", "C", "C", "H", "H", "H", "H", "H", "F", "C", "F", "H"], "coordinates": [[-0.687, 0.595, 0.824], [3.154, 2.737, 1.243], [1.973, 2.383, 0.674], [0.951, 2.937, 0.992], [2.092, 1.297, -0.349], [3.333, 0.853, -0.735], [3.364, -0.279, -1.619], [2.218, -0.816, -2.072], [0.936, -0.210, -1.728], [0.918, 0.819, -0.776], [-0.213, -0.670, -2.258], [-0.343, -1.836, -2.950], [-1.418, -0.061, -1.875], [2.905, 3.375, 1.926], [4.232, 1.324, -0.369], [4.315, -0.729, -1.880], [2.206, -1.707, -2.684], [-0.244, -2.554, -2.264], [-0.053, -3.806, 1.640], [0.008, -2.706, 0.476], [0.084, -3.397, -0.841], [-1.050, -1.655, 0.694], [1.439, -1.987, 0.791], [1.756, -1.262, 2.209], [3.342, -1.019, 2.051], [1.081, 0.087, 2.222], [1.509, -2.235, 3.308], [0.381, -3.429, 2.441], [3.475, -0.350, 1.359], [-3.711, 1.881, -4.725], [-2.629, 1.111, -5.127], [-1.835, 0.448, -4.201], [-2.130, 0.559, -2.843], [-3.213, 1.334, -2.428], [-3.992, 1.988, -3.367], [-4.323, 2.395, -5.457], [-2.395, 1.016, -6.182], [-1.001, -0.165, -4.513], [-3.405, 1.434, -1.368], [-4.823, 2.597, -3.030], [-3.058, 2.563, 0.726], [-2.545, 1.544, 1.554], [-2.415, 2.163, 2.804], [-3.391, 0.858, 1.680]], "forces_ev_per_a": [[0.032, 0.005, -0.036], [0.020, 0.006, 0.018], [-0.049, 0.015, -0.015], [0.028, -0.015, -0.002], [0.015, 0.005, -0.011], [-0.009, 0.006, -0.009], [0.009, -0.001, -0.003], [0.010, 0.009, 0.003], [-0.042, -0.002, 0.006], [0.012, 0.029, 0.035], [0.029, -0.019, 0.003], [-0.006, 0.015, -0.031], [0.021, 0.019, -0.007], [0.000, -0.007, -0.007], [0.000, 0.000, 0.004], [-0.004, -0.003, -0.004], [0.002, 0.003, -0.003], [-0.012, -0.014, 0.033], [-0.014, -0.024, -0.019], [-0.016, 0.048, 0.119], [-0.003, -0.005, -0.030], [-0.022, -0.040, -0.024], [-0.025, -0.069, -0.081], [0.031, 0.126, 0.038], [-0.019, -0.004, 0.015], [-0.009, -0.065, 0.018], [-0.001, -0.002, 0.018], [0.009, 0.012, -0.002], [0.012, 0.002, -0.011], [-0.005, 0.006, 0.001], [0.006, -0.004, 0.002], [-0.005, 0.016, -0.011], [-0.006, -0.014, -0.007], [0.001, -0.008, -0.008], [0.000, -0.005, -0.002], [0.000, 0.002, 0.000], [0.000, 0.002, 0.000], [-0.006, 0.003, -0.005], [-0.002, 0.002, 0.010], [0.000, 0.002, 0.002], [-0.007, -0.007, 0.001], [0.013, -0.015, 0.012], [-0.002, 0.004, -0.001], [0.011, -0.009, -0.008]], "mulliken_charge": [1.518, -0.466, 0.220, -0.605, 0.785, -0.850, -0.142, -0.945, 1.204, -0.837, -0.772, -0.615, 0.153, 0.329, 0.438, 0.337, 0.394, 0.540, -0.673, 0.625, -0.877, -0.770, 0.049, 0.756, -0.676, -0.761, -0.862, 0.455, 0.449, -0.503, -0.599, -0.431, 0.682, -0.491, -0.498, 0.344, 0.310, 0.428, 0.247, 0.385, -0.285, 0.125, -0.295, 0.181], "largest_force_ha_per_bohr": 0.00263, "multiplicity": 1, "relative_energy_ev": 0.000, "orbital_gap_ev": 5.598, "charge": -2}

Entry 6:
{"formula": "C14H13Cl2N4S2Zn", "method": "ωB97M-V/def2-TZVPD", "species": ["Zn", "C", "C", "N", "N", "C", "N", "S", "C", "C", "C", "C", "C", "N", "H", "H", "H", "H", "H", "H", "H", "H", "H", "Cl", "C", "C", "C", "C", "C", "Cl", "C", "S", "H", "H", "H", "H"], "coordinates": [[0.000, 0.000, 0.000], [-0.513, -3.145, -2.784], [-0.178, -1.848, -2.124], [0.119, -1.582, -0.893], [0.036, -2.728, -0.091], [0.828, -2.545, 0.902], [1.089, -3.407, 1.908], [1.734, -1.125, 0.857], [-0.166, -0.614, -2.844], [-0.367, -0.357, -4.185], [-0.294, 0.978, -4.574], [-0.024, 1.958, -3.616], [0.156, 1.565, -2.295], [0.074, 0.288, -1.888], [-0.599, -3.966, -2.070], [0.270, -3.396, -3.506], [-1.467, -3.054, -3.312], [1.035, -4.356, 1.577], [1.992, -3.146, 2.284], [-0.566, -1.148, -4.893], [-0.440, 1.256, -5.613], [0.051, 3.004, -3.886], [0.379, 2.276, -1.506], [-0.744, 1.729, 1.148], [-0.681, 2.128, 2.804], [-1.169, 3.234, 3.470], [-0.968, 3.291, 4.849], [-0.290, 2.247, 5.507], [0.193, 1.135, 4.796], [1.013, -0.102, 5.675], [-0.021, 1.105, 3.430], [0.387, -0.025, 2.215], [-1.686, 4.020, 2.933], [-1.333, 4.141, 5.417], [-0.139, 2.304, 6.582], [-0.961, 1.047, -0.608]], "forces_ev_per_a": [[0.121, 0.053, 0.740], [0.222, -0.270, 0.390], [0.159, -0.329, -0.343], [-2.942, -8.445, -1.050], [-1.306, -1.001, -0.618], [1.718, 1.540, -1.037], [-0.071, -0.846, 0.429], [6.660, -2.353, -1.495], [0.191, -0.467, 1.236], [-0.248, 1.311, -0.688], [-0.147, -0.662, -0.159], [0.279, -0.049, 0.633], [0.439, 0.303, -1.229], [1.734, 4.790, -6.064], [0.088, 0.271, -0.005], [-0.106, -0.031, -0.103], [0.114, 0.082, -0.069], [-0.027, -0.355, 0.254], [-0.154, -0.346, 0.308], [-0.055, -0.050, 0.042], [-0.019, -0.034, 0.074], [0.056, -0.086, 0.019], [-0.177, 0.120, -0.181], [-4.581, 8.111, -0.564], [-0.100, 1.840, 1.347], [0.078, -0.027, -0.114], [0.234, -0.463, 0.204], [0.005, 0.083, -0.370], [-0.744, 1.655, 0.451], [0.170, -0.418, 0.036], [-0.862, -0.693, 0.148], [1.468, -3.306, 7.928], [-0.043, 0.077, 0.040], [0.053, -0.098, -0.003], [0.006, -0.052, -0.095], [-2.213, 0.144, -0.091]], "mulliken_charge": [-1.190, -1.391, 0.678, 1.248, -1.045, 0.380, -0.465, -0.681, 0.071, -0.746, -0.348, -0.706, 0.006, 0.507, 0.368, 0.295, 0.336, 0.289, 0.254, 0.380, 0.379, 0.371, 0.416, -0.274, 0.267, -0.716, -0.486, -0.439, -0.210, -0.244, 0.626, -0.075, 0.401, 0.316, 0.367, 0.059], "largest_force_ha_per_bohr": 0.18147, "multiplicity": 1, "relative_energy_ev": 5.208, "orbital_gap_ev": 4.693, "charge": -1}